Record 1
# C24H31ClCsF6GeN5O6S2

C24H31ClCsF6GeN5O6S2 as an isolated structure (ωB97M-V with the def2-TZVPD basis set, the OMol25 dataset).

Summary:
* total charge: -2
* HOMO energy: -0.6 eV
* multiplicity: 1
* Kohn-Sham gap: 4.30 eV

Element x y z (Å)
Cs 0.16057 -0.66581 -0.79775
Ge -3.89586 1.40000 3.83924
Cl -2.03172 5.66098 -1.08519
S -1.42722 1.41122 -3.96460
S -0.29993 -0.98378 -4.89155
F -1.49336 4.00293 -3.79034
F 0.50874 3.18808 -3.69336
F 1.86731 -2.37504 -5.31342
F -0.52365 3.30294 -5.59216
F 2.25944 -0.39344 -4.53783
F 1.68355 -0.65067 -6.60872
O -1.00150 -1.52842 -6.01680
O -0.39076 -1.69183 -3.64122
O -1.33772 1.26835 -2.53384
O 3.43204 -0.32781 -1.26148
O 2.26187 -1.79326 0.97144
O -2.73621 1.46694 -4.54465
N 1.47045 0.46798 2.62704
N -0.13773 2.51198 0.38929
N -0.38413 0.57627 -4.78326
N -2.04822 -2.77567 0.29337
N 1.62250 -0.24850 4.70158
C -5.09292 0.16502 4.84498
C -1.75731 -2.77979 1.40417
C 4.19501 -1.54375 4.03533
C -1.05940 3.31830 -0.12659
C 3.17702 -1.97486 1.84125
C 4.25292 1.15337 0.48731
C 2.10809 -0.35829 3.42957
C -1.39202 -2.77863 2.81411
C 1.46874 4.27065 0.20534
C 5.20544 -2.46379 3.80472
C -0.77236 4.62970 -0.47646
C -2.84416 2.19046 5.37193
C 3.70962 1.02103 -0.92489
C 1.48457 -1.09363 -5.36079
C 3.19192 -1.29009 3.10121
C -5.02294 2.93449 3.28530
C 1.09548 2.98194 0.55793
C -0.68139 3.06637 -4.28677
C 0.51148 5.11957 -0.32449
C 4.22912 -2.92093 1.64298
C 0.53868 1.11994 3.40354
C -3.10998 0.54709 2.36676
C 0.61576 0.69316 4.69276
C 5.20333 -3.15098 2.58757
H -5.61981 3.31606 4.11841
H -2.20633 3.00589 5.01945
H -2.05642 2.91269 -0.25241
H 5.98464 -3.87647 2.38135
H 3.47462 0.96037 1.22762
H -5.69500 2.63846 2.47818
H -4.50887 -0.65463 5.27481
H 1.79776 2.29136 1.00971
H -1.94824 -1.97530 3.29463
H 2.81319 1.64214 -1.06435
H -0.32191 -2.59420 2.91205
H -1.64560 -3.73474 3.26928
H -2.19865 1.42268 5.80662
H 4.23004 -3.45000 0.69682
H -2.37814 -0.21283 2.63564
H -5.83005 -0.26945 4.16773
H 0.03580 0.93271 5.56554
H 4.66485 2.15250 0.65715
H 5.98041 -2.63348 4.54161
H -5.61434 0.67151 5.66315
H -2.64527 1.24624 1.66329
H 4.19696 -0.98032 4.96509
H 0.74474 6.13743 -0.60751
H -4.39113 3.74643 2.91633
H 1.90115 -0.82588 5.47318
H 3.05727 -0.78324 -0.47867
H 5.04775 0.42049 0.64203
H 2.48815 4.60338 0.35038
H -3.49805 2.57271 6.16312
H -0.17083 1.80635 2.97234
H 4.45146 1.36724 -1.65023

Forces on the atoms, in the same order (eV/Å):
Cs -0.031 0.039 0.360
Ge -0.047 -0.052 -0.010
Cl -0.009 0.008 0.005
S -0.006 0.095 -0.053
S 0.064 0.004 -0.169
F 0.000 0.026 0.017
F 0.010 -0.008 -0.002
F -0.014 -0.007 -0.032
F -0.019 0.006 -0.006
F -0.009 -0.047 0.014
F 0.005 0.024 0.028
O 0.005 -0.056 -0.010
O -0.019 0.101 0.038
O 0.000 -0.009 -0.098
O -0.192 -0.050 0.084
O 0.131 0.130 -0.432
O -0.016 0.004 -0.043
N -0.063 0.065 0.005
N 0.003 0.007 -0.150
N -0.001 -0.038 0.069
N 0.098 -0.115 0.034
N -0.015 0.007 -0.009
C -0.022 0.002 0.043
C -0.058 -0.074 -0.059
C -0.005 0.023 -0.013
C -0.060 -0.023 0.065
C -0.113 -0.190 0.115
C 0.022 0.022 -0.017
C 0.061 0.001 -0.035
C -0.025 0.107 -0.040
C -0.023 0.038 -0.003
C 0.011 -0.012 -0.013
C 0.009 0.004 0.018
C 0.027 -0.001 -0.006
C 0.083 -0.165 -0.036
C -0.024 0.042 0.010
C -0.003 -0.005 0.014
C -0.026 0.008 -0.006
C -0.003 0.001 0.047
C 0.016 -0.039 -0.016
C 0.001 -0.018 0.011
C 0.022 0.111 -0.039
C -0.006 -0.065 0.005
C -0.041 0.140 -0.002
C -0.017 -0.021 0.013
C 0.026 0.017 0.034
H 0.011 0.009 0.012
H 0.007 -0.004 0.005
H 0.001 -0.003 -0.018
H -0.005 0.000 -0.006
H 0.009 -0.032 0.003
H 0.007 -0.019 0.003
H 0.006 0.000 -0.017
H -0.006 0.003 0.009
H 0.030 -0.015 0.099
H 0.054 0.009 0.047
H 0.013 0.037 -0.013
H 0.006 -0.008 -0.027
H -0.009 -0.011 0.015
H -0.001 -0.019 0.013
H 0.114 -0.012 0.057
H 0.006 0.003 -0.011
H -0.004 0.014 0.002
H -0.048 0.019 0.014
H -0.001 0.005 0.001
H 0.006 0.013 0.003
H -0.031 0.025 -0.011
H -0.007 0.002 0.000
H -0.003 0.001 -0.003
H -0.003 0.005 0.004
H 0.002 -0.004 -0.002
H 0.139 -0.119 0.102
H 0.029 0.031 -0.008
H 0.003 -0.009 0.000
H -0.012 0.022 -0.009
H -0.018 0.004 0.022
H -0.024 0.013 -0.017

Results of the Löwdin charge analysis, in e, for atoms 1 through 8: 1.039 0.620 0.665 0.573 0.571 0.106 0.131 0.125

=====

Record 2
# C5H10FN2O

An isolated ion of composition C5H10FN2O and charge +1 at a distorted geometry (ωB97M-V with the def2-TZVPD basis set, the OMol25 dataset).

Summary:
* total charge: +1
* HOMO energy (alpha / beta): -10.3 / -15.3 eV
* multiplicity: 3
* ⟨S²⟩: 2.008
* Kohn-Sham gap (alpha / beta): 6.46 / 8.24 eV

Element x y z (Å)
F -2.76292 -0.35547 0.94225
O -1.36651 -1.31884 -0.65139
N -0.90533 2.54787 -0.04882
N 0.59217 0.82435 -0.08984
C -0.17865 -1.49863 0.17311
C -0.65785 1.31549 -0.16772
C 0.88617 -0.58556 -0.32356
C -2.30121 -0.46337 -0.27745
C 2.21894 -0.89577 0.43835
H -1.84587 2.96725 -0.22920
H 0.10896 -2.48307 -0.01170
H 1.05419 -0.74156 -1.36840
H -0.47663 -1.25953 1.12384
H -0.07663 3.18315 -0.02325
H 1.22880 1.55833 -0.25330
H 2.78174 0.02879 0.60129
H 2.82033 -1.66820 -0.20537
H 1.78264 -1.27900 1.35418
H -2.90235 0.12376 -0.98302

Forces on the atoms, in the same order (eV/Å):
F 0.208 -0.477 1.924
O 0.246 -0.383 -0.054
N -1.171 2.791 -0.477
N -4.423 -0.299 -0.249
C -1.103 1.716 -2.620
C 3.785 -1.055 0.572
C 2.538 0.187 0.308
C -2.229 0.510 -2.332
C -0.526 -1.043 -1.810
H 1.183 -0.537 0.329
H 0.521 -1.664 0.196
H -0.181 0.016 -0.802
H -0.256 0.074 2.762
H -1.147 -0.156 0.161
H 1.736 0.412 -0.227
H 0.100 -0.461 0.029
H -1.022 1.397 1.717
H 1.198 -0.334 0.614
H 0.543 -0.695 -0.041

Results of the Löwdin charge analysis, in e, for atoms 1 through 8: 0.089 0.004 0.209 0.122 -0.089 -0.021 -0.326 -0.328

=====

Record 3
# C8H15NO

One molecule with the formula C8H15NO at a distorted geometry (ωB97M-V with the def2-TZVPD basis set, the OMol25 dataset).

Summary:
* total charge: 0
* HOMO energy: -8.7 eV
* multiplicity: 1
* Kohn-Sham gap: 9.57 eV

Element x y z (Å)
O -0.21216 1.20312 0.70868
N -2.45651 -1.48963 0.62835
C -1.20483 2.08062 0.90780
C -1.36613 -1.05989 0.99686
C -0.88765 3.19684 1.56507
C 0.41099 -1.87388 -1.46101
C -0.57224 -0.04767 0.04997
C 1.78379 -0.86192 0.47811
C 0.72091 -0.57900 -0.57385
C 1.28761 0.52033 -1.51482
H -2.15777 1.77280 0.51690
H 0.97087 1.54585 -1.09133
H -0.54245 -1.38018 -2.06749
H 2.00722 0.05812 0.87820
H -0.75821 -1.21087 1.83656
H 1.41220 -1.63860 1.17101
H -1.68049 3.86495 1.73674
H 2.72603 -1.29953 0.08435
H 0.16532 3.30540 1.93179
H 0.10186 -2.74970 -0.88056
H 1.22691 -2.19327 -2.18527
H -1.31526 -0.00697 -0.79342
H -2.80577 -2.26841 1.20425
H 2.31286 0.55481 -1.62263
H 0.83290 0.55667 -2.50425

Forces on the atoms, in the same order (eV/Å):
O -0.227 -2.380 -0.815
N -1.819 -1.631 -0.562
C 0.714 0.759 0.723
C 3.250 2.962 -1.639
C 0.742 -1.178 -0.251
C -1.861 2.483 -1.205
C -1.411 -0.617 -0.112
C -0.310 -2.701 -0.925
C 1.357 -1.449 -1.523
C -3.431 2.125 0.886
H -0.457 0.264 -0.029
H 0.776 -1.475 -0.482
H 2.259 -2.145 0.951
H 0.654 1.838 1.758
H 0.321 -1.092 1.856
H 0.189 0.687 0.221
H -0.448 1.101 0.399
H -0.629 0.362 -0.241
H -1.312 0.185 -0.342
H -0.125 0.271 -0.076
H -0.930 0.776 0.984
H 0.562 1.117 0.512
H -0.042 0.619 0.124
H 2.263 -0.369 -0.081
H -0.084 -0.515 -0.129

Results of the Löwdin charge analysis, in e, for atoms 1 through 8: -0.110 0.128 -0.237 -0.184 0.029 -0.038 -0.263 -0.051

=====

One value per record, in order, for relative energy (zero: lowest compared OMol25 entry of this formula, charge and spin): 20.5 29.2 79.0 kcal per mole.